{
  "formula": "C6H12O",
  "method": "wB97M-V/def2-TZVPD",
  "max_force_ev_per_a": 2.6,
  "e_above_lowest_kcal_mol": 53.36,
  "lumo_ev": 0.8,
  "orbital_gap_ev": 9.784,
  "smiles": "C=CCC(=C)C.O",
  "multiplicity": 1,
  "species": ["H", "H", "C", "H", "C", "H", "H", "H", "H", "H", "C", "H", "C", "C", "H", "H", "O", "H", "C"],
  "xyz": [[-1.894, 1.705, 0.159], [-0.352, -1.124, -0.551], [1.569, -1.874, -0.707], [1.621, 2.433, 1.828], [0.680, 2.242, 1.328], [1.187, -2.569, -1.466], [-1.716, -1.760, -2.805], [1.026, -0.747, 1.924], [-1.861, 1.147, 1.740], [-1.753, 0.049, 0.335], [0.097, 1.078, 1.088], [2.591, -2.173, -0.445], [-1.368, 0.963, 0.771], [0.671, -1.049, -0.208], [-1.359, -0.341, -2.972], [2.004, 0.227, 0.910], [-1.910, -0.907, -2.411], [0.028, 3.143, 1.387], [0.975, -0.155, 0.970]],
  "lowdin_charge": [0.085, 0.061, -0.016, 0.059, 0.013, 0.046, 0.035, 0.134, 0.087, 0.053, -0.366, 0.065, -0.070, -0.181, 0.050, 0.110, -0.057, 0.071, -0.180]
}